[1]
13
Properties=species:S:1:pos:R:3 method="wB97M-V/def2-TZVPD" de_lowest_kcal_mol=32.4 total_charge=+1 e_lumo_ev=-3.4809 spin_multiplicity=1
C 0.540 0.498 -1.048
C 0.549 -0.833 -0.770
N 0.721 -0.926 0.594
C 1.251 0.227 1.027
N 1.240 1.088 0.001
H -0.073 1.016 -1.767
H 0.423 -1.569 -1.551
H 0.464 -1.566 1.332
H 1.563 0.417 2.036
H 1.751 1.958 -0.051
H -2.983 0.051 -0.679
H -3.011 -0.394 0.756
O -2.435 0.034 0.121

[2]
300
Properties=species:S:1:pos:R:3 method="wB97M-V/def2-TZVPD" smiles=CC1(C)CCCC(C)(C)N1O.CC1(C)CCCC(C)(C)N1O.CC1(C)CCCC(C)(C)N1O.CC1(C)CCCC(C)(C)N1O.CC1(C)CCCC(C)(C)N1O.CC1(C)CCCC(C)(C)N1O.CC1(C)CCCC(C)(C)N1O.CC1(C)CCCC(C)(C)N1O.CC1(C)CCCC(C)(C)N1O.CC1(C)CCCC(C)(C)N1O de_lowest_kcal_mol=305.8 total_charge=0 e_lumo_ev=0.2287 spin_multiplicity=1
C 25.526 2.437 -29.844
C 25.276 3.840 -29.103
C 24.118 3.784 -28.147
C 26.634 4.054 -28.315
C 27.052 5.381 -27.825
C 26.982 6.238 -29.181
C 25.656 6.276 -29.960
C 24.517 7.028 -29.165
C 25.980 7.028 -31.350
N 25.144 4.930 -30.169
O 23.955 4.799 -30.972
H 25.859 1.626 -29.196
H 24.590 2.092 -30.284
H 26.297 2.393 -30.613
H 24.168 2.826 -27.630
H 24.271 4.463 -27.309
H 23.092 3.810 -28.514
H 26.401 3.710 -27.308
H 27.422 3.478 -28.802
H 26.374 5.633 -27.009
H 28.089 5.365 -27.490
H 27.872 6.103 -29.795
H 27.043 7.180 -28.637
H 24.960 8.003 -28.961
H 24.223 6.419 -28.310
H 23.721 7.137 -29.902
H 25.068 7.320 -31.871
H 26.598 6.488 -32.066
H 26.435 7.985 -31.092
H 24.379 4.337 -31.698
C 30.957 2.781 -29.757
C 32.067 4.012 -29.753
C 32.780 3.908 -31.132
C 31.287 5.308 -29.826
C 32.207 6.569 -29.697
C 33.285 6.402 -28.642
C 34.035 5.062 -28.457
C 35.175 5.092 -29.587
C 34.720 5.081 -26.977
N 32.951 3.999 -28.548
O 33.500 2.616 -28.296
H 31.322 1.786 -29.504
H 30.257 3.059 -28.969
H 30.309 2.769 -30.634
H 33.645 4.528 -31.365
H 33.035 2.852 -31.226
H 32.142 4.142 -31.984
H 30.591 5.461 -30.650
H 30.663 5.314 -28.932
H 32.650 6.872 -30.646
H 31.503 7.380 -29.511
H 32.701 6.620 -27.747
H 34.123 7.033 -28.936
H 36.099 5.414 -29.107
H 34.980 5.871 -30.325
H 35.459 4.083 -29.882
H 35.497 5.840 -26.881
H 35.093 4.122 -26.619
H 34.029 5.332 -26.172
H 32.922 2.272 -27.611
C 20.788 16.713 -25.764
C 21.130 15.244 -25.827
C 22.119 14.990 -27.053
C 21.990 14.723 -24.668
C 21.320 14.632 -23.360
C 20.155 13.641 -23.562
C 19.196 13.976 -24.701
C 18.284 12.713 -24.685
C 18.215 15.175 -24.234
N 19.934 14.361 -25.897
O 19.277 14.253 -27.104
H 20.356 16.991 -24.802
H 21.660 17.318 -26.011
H 20.020 16.882 -26.519
H 22.222 13.955 -27.376
H 21.741 15.499 -27.940
H 23.109 15.396 -26.843
H 22.623 13.887 -24.964
H 22.668 15.571 -24.567
H 22.013 14.267 -22.601
H 21.112 15.635 -22.988
H 19.567 13.484 -22.658
H 20.670 12.715 -23.819
H 18.011 12.280 -23.723
H 18.927 11.926 -25.080
H 17.361 12.870 -25.243
H 18.761 16.057 -23.897
H 17.563 15.013 -23.376
H 17.595 15.420 -25.095
H 19.638 13.450 -27.487
C 33.950 14.943 -27.954
C 32.500 14.770 -27.816
C 31.826 14.399 -29.153
C 32.146 13.669 -26.773
C 32.640 13.887 -25.301
C 31.918 15.146 -24.821
C 31.755 16.379 -25.762
C 30.352 16.935 -25.547
C 32.979 17.328 -25.452
N 31.955 16.003 -27.185
O 31.636 17.041 -28.179
H 34.409 14.937 -26.965
H 34.522 14.290 -28.613
H 34.366 15.881 -28.321
H 32.033 15.166 -29.899
H 32.225 13.528 -29.672
H 30.754 14.229 -29.255
H 31.079 13.452 -26.729
H 32.708 12.809 -27.137
H 32.410 13.024 -24.676
H 33.722 13.921 -25.425
H 32.405 15.442 -23.892
H 30.948 14.862 -24.412
H 30.220 17.719 -26.292
H 30.321 17.526 -24.633
H 29.531 16.224 -25.454
H 32.698 17.971 -24.618
H 33.103 18.115 -26.196
H 33.880 16.715 -25.415
H 30.686 16.917 -28.253
C 21.347 14.292 -31.477
C 22.159 15.232 -32.468
C 23.552 14.567 -32.659
C 21.610 15.066 -33.955
C 20.249 15.803 -34.103
C 20.386 17.274 -33.681
C 21.054 17.503 -32.316
C 21.601 18.902 -32.272
C 20.032 17.307 -31.149
N 22.296 16.668 -32.124
O 22.784 16.806 -30.839
H 21.659 13.251 -31.392
H 21.579 14.789 -30.535
H 20.263 14.385 -31.549
H 24.098 14.557 -31.715
H 23.526 13.530 -32.993
H 24.149 15.174 -33.340
H 22.269 15.607 -34.634
H 21.478 14.046 -34.317
H 19.729 15.735 -35.059
H 19.543 15.192 -33.540
H 19.371 17.659 -33.775
H 20.936 17.757 -34.489
H 20.964 19.750 -32.524
H 22.282 19.025 -33.115
H 22.088 19.197 -31.343
H 19.157 17.943 -31.285
H 20.461 17.658 -30.210
H 19.759 16.278 -30.915
H 23.438 17.492 -30.995
C 24.846 9.008 -22.613
C 24.872 9.875 -23.949
C 23.531 9.699 -24.688
C 25.181 11.366 -23.598
C 26.668 11.902 -23.345
C 27.666 11.309 -24.308
C 27.511 9.747 -24.484
C 28.385 9.399 -25.644
C 28.187 9.070 -23.197
N 26.035 9.473 -24.817
O 25.894 8.224 -25.298
H 25.817 9.091 -22.123
H 24.148 9.352 -21.851
H 24.713 7.966 -22.904
H 23.624 10.317 -25.581
H 23.470 8.717 -25.156
H 22.664 10.127 -24.185
H 24.652 12.114 -24.189
H 24.787 11.533 -22.596
H 26.782 12.984 -23.409
H 27.023 11.579 -22.366
H 28.655 11.474 -23.879
H 27.750 11.828 -25.263
H 28.061 9.855 -26.580
H 28.297 8.347 -25.915
H 29.409 9.690 -25.414
H 27.756 9.462 -22.276
H 29.263 8.897 -23.189
H 27.742 8.076 -23.150
H 25.727 8.411 -26.225
C 28.708 13.166 -30.994
C 27.358 12.371 -31.266
C 26.934 12.452 -32.800
C 27.570 10.911 -30.951
C 27.607 10.552 -29.443
C 26.314 11.020 -28.674
C 26.113 12.586 -28.920
C 24.589 12.785 -28.681
C 26.867 13.346 -27.747
N 26.302 12.891 -30.331
O 26.269 14.276 -30.560
H 28.951 12.851 -29.979
H 29.594 12.832 -31.534
H 28.790 14.215 -31.279
H 27.412 13.285 -33.316
H 27.501 11.659 -33.287
H 25.857 12.297 -32.867
H 26.712 10.402 -31.391
H 28.428 10.545 -31.516
H 27.670 9.464 -29.435
H 28.482 11.064 -29.041
H 26.530 10.827 -27.623
H 25.394 10.475 -28.885
H 24.219 12.574 -27.678
H 23.951 12.278 -29.405
H 24.363 13.827 -28.906
H 26.245 14.164 -27.382
H 27.766 13.834 -28.122
H 27.211 12.700 -26.940
H 26.985 14.525 -29.970
C 26.670 15.929 -36.451
C 25.413 15.384 -37.254
C 24.202 16.095 -36.581
C 25.540 15.769 -38.724
C 26.337 14.720 -39.565
C 25.863 13.313 -39.400
C 26.085 12.864 -37.869
C 25.297 11.546 -37.792
C 27.528 12.647 -37.338
N 25.343 13.852 -37.082
O 25.048 13.488 -35.769
H 26.887 15.396 -35.525
H 27.505 15.548 -37.039
H 26.816 16.992 -36.258
H 23.255 15.649 -36.889
H 24.207 16.127 -35.492
H 24.293 17.153 -36.827
H 24.605 15.748 -39.284
H 25.817 16.813 -38.871
H 26.258 14.851 -40.644
H 27.406 14.900 -39.453
H 26.418 12.602 -40.012
H 24.786 13.250 -39.562
H 25.610 10.742 -38.458
H 24.219 11.662 -37.901
H 25.422 11.065 -36.822
H 27.753 11.597 -37.525
H 27.649 12.742 -36.259
H 28.189 13.343 -37.856
H 25.636 14.020 -35.227
C 18.028 7.917 -27.488
C 18.344 7.224 -28.823
C 18.212 5.711 -28.750
C 17.265 7.698 -29.868
C 17.450 9.196 -30.067
C 18.759 9.441 -30.849
C 20.037 8.839 -30.079
C 21.140 8.593 -31.115
C 20.343 9.997 -29.042
N 19.698 7.509 -29.409
O 20.648 6.998 -28.471
H 18.628 8.818 -27.360
H 16.982 8.198 -27.364
H 18.264 7.229 -26.676
H 17.294 5.213 -28.439
H 18.421 5.313 -29.743
H 18.912 5.266 -28.043
H 17.537 7.193 -30.795
H 16.403 7.303 -29.330
H 16.632 9.645 -30.631
H 17.422 9.876 -29.215
H 18.661 10.523 -30.754
H 18.643 9.080 -31.871
H 21.766 9.485 -31.132
H 20.667 8.448 -32.086
H 21.762 7.729 -30.879
H 20.973 9.719 -28.198
H 19.513 10.540 -28.591
H 20.970 10.783 -29.464
H 21.060 6.317 -29.008
C 27.087 19.136 -33.390
C 28.067 18.332 -32.399
C 27.228 17.474 -31.422
C 28.806 17.386 -33.454
C 29.991 18.022 -34.243
C 31.004 18.702 -33.368
C 30.330 19.686 -32.283
C 31.331 19.908 -31.171
C 30.281 21.057 -32.957
N 29.014 19.213 -31.669
O 28.387 20.267 -31.079
H 27.043 20.190 -33.116
H 27.538 19.148 -34.382
H 26.036 18.943 -33.606
H 26.512 16.886 -31.997
H 27.804 16.835 -30.752
H 26.739 18.154 -30.725
H 29.034 16.408 -33.030
H 28.030 16.945 -34.080
H 30.632 17.285 -34.727
H 29.693 18.737 -35.009
H 31.727 19.241 -33.980
H 31.770 18.068 -32.922
H 30.959 20.748 -30.585
H 32.293 20.039 -31.667
H 31.401 19.044 -30.510
H 29.741 21.752 -32.314
H 29.630 20.849 -33.806
H 31.171 21.653 -33.161
H 28.539 20.078 -30.151